Here is a structure of composition C36H37BaN11O2S at a distorted geometry from OMol25. Energies are from ωB97M-V/def2-TZVPD.

The geometry in XYZ format:
```
88
Properties=species:S:1:pos:R:3:forces:R:3:mulliken_charge:R:1
H 4.667 -1.661 1.408 0.0 0.0 0.0 0.252
H 1.432 -0.430 3.560 0.0 0.0 0.0 0.490
H -5.182 -5.447 3.916 0.0 0.0 0.0 0.503
H 5.616 -2.141 -1.375 0.0 0.0 0.0 0.313
H -1.719 1.124 -0.629 0.0 0.0 0.0 0.442
C -6.525 -0.460 -0.717 0.0 0.0 0.0 -0.895
C -4.774 0.387 0.708 0.1 0.0 0.0 0.120
C 4.745 -0.423 -4.857 0.0 0.0 0.1 -0.471
N -6.012 -3.794 2.025 -0.3 0.3 -0.2 -0.432
C 0.449 4.688 -2.306 0.1 -0.1 -0.1 0.302
C -1.819 -5.791 4.157 0.0 0.0 0.0 -0.811
C -1.421 -4.787 3.283 0.0 0.0 0.0 1.077
C -5.645 -0.632 0.346 -0.1 -0.2 0.0 0.246
N 0.491 -3.277 2.707 -0.1 -0.1 0.2 1.190
N -2.581 2.218 0.960 -0.2 0.1 0.2 1.194
N -0.645 1.254 1.232 -0.2 0.2 0.0 0.138
C 0.056 -4.633 2.997 0.1 0.1 0.0 -1.381
N -6.577 -2.737 1.288 0.1 -0.5 0.2 -0.540
C 2.950 0.676 -3.699 0.0 0.1 -0.1 -0.303
C 3.149 -3.118 -1.185 0.0 0.0 0.0 -0.929
C 0.751 6.399 -4.532 0.0 0.0 0.1 -0.429
H -1.401 5.718 -1.997 0.0 0.0 0.0 0.320
C -0.523 5.641 -2.628 0.0 0.0 0.1 -0.447
N 3.722 -2.018 -0.429 0.1 0.3 0.0 0.659
H 2.786 -2.758 -2.146 0.0 0.0 0.0 0.293
N 3.013 4.542 0.517 -0.1 0.2 0.1 -0.171
C 5.095 -1.047 -3.660 -0.1 0.1 -0.1 -0.759
C -5.626 -1.904 1.079 0.2 0.4 -0.1 0.485
O -4.446 -2.303 1.624 -0.1 0.0 0.0 -0.241
H -7.179 0.867 -2.264 0.0 0.0 0.0 0.403
H -3.615 3.358 -0.442 0.0 0.0 0.0 0.411
H -5.596 2.658 -1.653 0.0 0.0 0.0 0.422
H 2.315 -3.557 -0.633 0.0 0.0 0.0 0.140
H -0.481 1.992 3.251 0.0 0.0 0.0 0.467
N 4.586 3.859 2.075 0.1 0.2 0.0 -0.444
H 3.140 5.490 0.832 0.0 0.0 0.0 0.178
C 1.725 5.458 -4.227 0.0 0.0 0.0 -0.591
C 4.222 -2.489 0.851 0.0 0.0 0.0 -1.023
H -4.276 3.303 1.192 0.0 0.0 0.0 0.310
C -4.757 1.579 -0.004 0.1 0.0 0.0 0.658
H 5.934 -1.737 -3.638 0.0 0.0 0.0 0.314
C 4.821 -1.397 -1.190 0.0 -0.1 -0.1 -1.249
H 2.127 4.327 0.019 0.1 -0.1 0.0 -0.086
C -1.643 1.468 0.390 0.1 0.0 -0.1 -0.629
H 3.390 0.953 -5.798 0.0 0.0 0.0 0.390
N 1.043 -1.429 1.689 0.0 0.0 0.2 0.463
C -5.619 1.738 -1.080 -0.1 0.0 0.0 -0.826
C 0.634 -2.672 1.525 0.0 0.1 -0.1 -0.821
H 0.637 -4.971 3.852 0.0 0.0 0.0 0.449
N -2.218 2.531 2.228 0.1 -0.1 -0.2 -0.991
C -1.054 1.939 2.338 0.2 -0.1 0.1 -0.525
H 2.107 1.370 -3.761 0.0 0.0 0.0 0.422
C -4.779 -3.487 2.193 0.4 -0.1 0.1 0.420
H 2.608 5.371 -4.849 0.0 0.0 0.0 0.379
S 0.248 3.622 -0.904 0.0 -0.1 -0.1 -0.494
C 1.576 4.617 -3.132 0.0 -0.1 0.0 -0.340
C 3.270 0.092 -2.464 0.0 0.1 -0.4 -0.672
H 0.342 -5.245 2.140 0.0 0.0 0.0 0.279
H 0.865 7.053 -5.387 0.0 0.0 0.0 0.366
C -0.375 6.482 -3.723 0.0 0.0 0.0 -0.504
N 0.804 -2.419 3.704 0.0 0.0 -0.3 -0.957
O 3.392 2.342 0.911 1.3 1.8 1.1 -0.578
C -3.165 -6.033 4.388 0.0 0.0 0.0 -0.673
H 2.337 3.875 -2.917 0.0 0.0 0.0 0.375
H -7.200 -1.263 -0.986 0.0 0.0 0.0 0.487
H 4.960 4.789 2.131 0.0 0.0 0.0 0.202
C -3.832 2.701 0.401 0.1 0.0 0.1 -1.287
H 5.259 -0.634 -0.536 0.0 0.0 0.0 0.327
H 5.309 -0.622 -5.761 0.0 0.0 0.0 0.365
C -6.509 0.729 -1.426 0.0 0.0 0.0 -0.620
H -1.071 -6.390 4.664 0.0 0.0 0.0 0.405
C 3.648 3.556 1.146 -0.1 -0.6 -0.2 0.534
C -4.128 -5.271 3.750 0.0 -0.1 0.0 -0.887
H -2.098 -3.214 1.977 0.0 0.0 0.0 0.720
C -2.385 -4.012 2.652 0.0 0.1 0.0 -0.238
H 5.179 3.103 2.372 0.0 0.0 0.0 0.257
H -4.100 0.244 1.544 0.0 0.0 0.0 0.598
C 4.378 -0.773 -2.500 0.0 0.0 0.2 0.906
Ba 2.010 0.851 -0.172 -1.6 -1.6 -0.8 1.726
H -3.464 -6.814 5.075 0.0 0.0 0.0 0.401
H 0.443 -3.168 0.586 0.0 0.0 0.0 0.487
H 3.890 -3.914 -1.366 0.0 0.0 0.0 0.317
H 4.993 -3.268 0.734 0.0 0.0 0.0 0.404
C -3.735 -4.258 2.882 -0.2 0.0 -0.1 0.140
C 1.126 -1.328 3.045 0.0 0.1 0.0 -0.686
H -1.148 7.209 -3.945 0.0 0.0 0.0 0.337
C 3.670 0.455 -4.875 0.0 -0.2 0.1 -0.729
H 3.409 -2.905 1.450 0.0 0.0 0.0 0.172
```
Forces are in eV/Å.

Summary:
Multiplicity: 1
HOMO-LUMO gap, eV: 6.72